This record from the Open Molecules 2025 dataset describes a structure of composition C28H47BrN5NiOS2Si4. The level of theory is wB97M-V/def2-TZVPD.

XYZ file:
```
89
C28H47BrN5NiOS2Si4 | the Open Molecules 2025 dataset | wB97M-V/def2-TZVPD
Br 1.536 1.793 3.059
Ni 0.930 0.626 -0.164
S 0.894 2.688 -1.308
S -5.482 -0.207 -1.666
Si 1.005 -2.347 2.026
Si 0.472 -3.078 -1.572
Si 3.810 -2.375 -0.513
Si 1.501 -1.698 -0.193
O 6.312 2.845 1.867
N -0.551 4.324 0.247
N -1.242 4.079 -1.955
N -7.504 2.417 1.412
N -1.127 0.586 -0.499
N 2.668 1.311 0.555
C -7.321 1.118 1.597
C -6.670 2.108 -0.834
C -2.824 -0.101 -2.018
C 0.658 -4.167 2.222
C -2.106 0.824 0.399
C 4.981 1.753 0.116
C -2.450 4.955 -1.794
C 4.809 -1.616 0.927
C -6.844 0.277 0.661
C 3.986 -4.268 -0.331
C 4.493 -1.756 -2.137
C 0.608 -2.364 -3.278
C -1.517 0.164 -1.727
C 1.103 -4.887 -1.520
C 2.281 -1.914 3.351
C -0.668 -1.475 2.422
C 3.732 1.399 -0.306
C -1.786 4.994 0.599
C -6.395 0.773 -0.522
C -0.393 3.758 -0.971
C -3.841 0.099 -1.091
C -1.319 -3.260 -1.089
C 5.187 2.239 1.446
C -3.450 0.519 0.188
C -7.233 2.869 0.171
C 4.134 2.131 2.300
C 2.893 1.716 1.782
C -2.267 5.852 -0.559
H 3.223 -4.716 0.370
H 3.471 1.167 -1.361
H 1.259 -1.480 -3.299
H 1.514 -4.731 1.756
H -1.671 5.506 1.511
H -0.608 -0.403 2.481
H 3.220 -2.429 3.176
H 4.212 -2.402 -2.986
H -3.384 4.327 -1.751
H -1.524 6.644 -0.782
H 1.051 -3.135 -3.949
H -1.938 -2.510 -1.540
H 1.861 -2.281 4.300
H -2.518 4.135 0.823
H 4.205 2.483 3.333
H -7.450 3.912 -0.012
H -3.166 6.439 -0.343
H 2.483 -0.837 3.415
H 5.776 1.796 -0.578
H 4.987 -4.504 0.122
H -1.498 -3.249 0.011
H -6.415 2.565 -1.785
H -0.751 0.000 -2.507
H 1.920 -5.113 -2.212
H 4.270 -0.817 1.486
H 4.133 -0.748 -2.288
H -4.108 0.664 1.037
H 3.881 -4.769 -1.262
H -2.563 5.529 -2.693
H -0.989 3.721 -2.838
H 0.672 -4.426 3.296
H 0.181 4.032 0.916
H -0.400 -2.119 -3.601
H 7.015 2.707 1.231
H 5.566 -1.774 -2.035
H 0.271 -5.584 -1.701
H 1.490 -5.120 -0.497
H -1.767 1.259 1.323
H -1.400 -1.800 1.675
H 5.120 -2.396 1.619
H -7.593 0.758 2.616
H -3.124 -0.464 -2.999
H -1.697 -4.231 -1.401
H -0.976 -1.863 3.411
H 5.725 -1.150 0.504
H -6.657 -0.814 0.908
H -0.312 -4.478 1.794
```

For the frontier orbital gap (spin up / spin down), the calculation gives 7.16 / 6.87 eV. As for the HOMO energy (spin up / spin down): -9.506 / -10.023 eV. Its charge is +1. As for the expectation value of S²: 2.011. As for the spin multiplicity: 3.

This record from the Open Molecules 2025 dataset describes a structure of composition C28H47BrN6O2OsSSbSi3. The level of theory is wB97M-V/def2-TZVPD.

XYZ file:
```
90
C28H47BrN6O2OsSSbSi3 | the Open Molecules 2025 dataset | wB97M-V/def2-TZVPD
Os 1.031 0.359 0.548
Sb -0.115 -1.594 -1.018
Br 0.442 -1.460 2.461
S 2.853 0.455 1.976
Si -2.441 -2.453 -0.125
Si 1.509 -3.660 -1.140
Si -0.645 -0.285 -3.258
O 1.681 4.296 -1.616
O 0.666 1.734 -0.653
N 3.902 0.319 -0.502
N 5.405 0.738 0.913
N 6.056 0.573 -0.276
N -0.426 1.277 1.626
N -0.998 2.305 0.855
N 2.609 0.050 -0.991
C -2.869 0.521 7.725
C 0.508 -4.791 -2.221
C 0.840 0.713 -3.773
C -2.386 4.864 -2.199
C -1.477 5.586 -2.963
C -0.507 -0.159 3.520
C -1.276 1.759 5.801
C 0.023 2.872 -0.030
C 0.347 4.519 -1.836
C 3.139 -3.175 -1.908
C -3.199 -1.019 0.786
C -2.164 -3.960 0.925
C 5.325 0.057 -2.593
C -1.449 0.366 5.779
C -0.898 1.004 2.792
C -2.095 0.767 -2.792
C -1.018 -1.638 -4.467
C -2.716 1.902 7.715
C 4.100 0.569 0.804
C 5.137 0.306 -1.146
C -0.113 5.414 -2.789
C -1.919 3.967 -1.254
C 1.752 -4.262 0.601
C -1.908 2.519 6.765
C -0.837 -0.489 4.788
C -0.552 3.789 -1.058
C -3.344 -2.889 -1.688
C -2.223 -0.248 6.776
H -2.325 -1.326 6.788
H -2.991 0.172 -2.614
H 2.490 -5.070 0.575
H -1.496 -3.804 1.770
H 2.199 4.997 -2.028
H 0.839 -4.671 1.035
H 5.060 -0.971 -2.849
H 1.736 0.107 -3.931
H -1.797 -4.799 0.331
H 0.459 -4.434 -3.251
H 5.938 0.947 1.747
H 4.721 0.742 -3.190
H -2.772 -3.563 -2.329
H 0.592 5.982 -3.385
H 1.041 1.551 -3.102
H -1.833 6.294 -3.700
H -3.277 -0.133 0.153
H 3.739 -4.081 -2.036
H -3.206 2.501 8.471
H -1.417 3.013 1.454
H -4.210 -1.297 1.097
H -1.751 3.588 6.802
H -0.161 -2.290 -4.643
H -0.510 -4.924 -1.851
H 2.359 0.788 -1.653
H -1.273 -1.176 -5.426
H 3.020 -2.730 -2.899
H -0.581 2.233 5.118
H -1.883 1.376 -1.913
H -4.261 -3.418 -1.411
H 0.975 -5.780 -2.240
H -2.315 1.452 -3.617
H -2.628 3.408 -0.656
H 6.373 0.211 -2.838
H -3.448 5.007 -2.335
H 2.626 -0.839 -1.493
H -3.137 -4.262 1.327
H -1.871 -2.247 -4.167
H -3.477 0.046 8.482
H 0.804 3.391 0.538
H -3.638 -2.014 -2.269
H 2.160 -3.496 1.265
H -2.641 -0.766 1.686
H -0.637 -1.510 5.102
H 0.600 1.150 -4.748
H 3.719 -2.513 -1.257
H -1.664 1.642 3.227
```

For the frontier orbital gap (spin up / spin down), the calculation gives 5.69 / 5.69 eV. As for the HOMO energy (spin up / spin down): -15.410 / -15.410 eV. Its charge is +3. As for the spin multiplicity: 1.

This record from the Open Molecules 2025 dataset describes a structure of composition C28H47CaGeINO3SSi3. The level of theory is wB97M-V/def2-TZVPD.

XYZ file:
```
86
C28H47CaGeINO3SSi3 | the Open Molecules 2025 dataset | wB97M-V/def2-TZVPD
I 3.333 1.232 2.884
Ge -1.516 -0.440 -0.708
Ca 1.058 -0.029 0.851
S 3.296 -1.626 -0.223
Si -3.338 -1.654 0.227
Si -0.692 -2.040 -2.299
Si -2.671 1.126 -2.085
O 1.342 -1.963 1.911
O -0.042 2.454 1.611
O -0.144 0.257 3.301
N 2.500 -2.572 2.144
C -3.734 2.300 -1.050
C -3.884 0.443 -3.360
C 4.102 3.425 -0.813
C 2.494 2.720 -2.462
C 5.750 4.149 0.808
C 5.187 3.272 1.763
C 5.218 4.221 -0.446
C 4.112 2.506 1.414
C -0.017 -3.537 -1.382
C 3.508 2.529 0.122
C -0.290 3.333 0.526
C 0.724 -1.307 -3.298
C -0.722 1.513 3.628
C -4.267 -0.597 1.503
C -4.725 -2.289 -0.884
C 2.628 -3.221 3.326
C 4.687 -3.208 1.553
C -1.081 -0.818 3.389
C 3.559 3.502 -2.122
C 3.499 -2.512 1.208
C -2.724 -3.216 1.102
C 1.928 1.840 -1.505
C 4.832 -3.870 2.740
C -1.487 2.183 -3.103
C 2.381 1.708 -0.208
C 3.775 -3.880 3.662
C -1.192 2.224 2.393
C -1.888 -2.739 -3.581
H 1.748 -3.159 3.945
H -3.160 2.850 -0.300
H 1.071 -2.046 -4.031
H -0.761 2.726 -2.494
H -4.752 -1.239 2.249
H -2.059 2.911 -3.691
H 0.421 -0.406 -3.843
H -2.293 -1.969 -4.245
H -1.678 3.169 2.674
H -1.730 -3.103 1.540
H -4.341 1.288 -3.891
H 0.661 3.529 0.039
H -5.256 -1.480 -1.395
H 6.605 4.757 1.082
H -0.915 1.562 -3.802
H 5.645 4.889 -1.186
H -3.427 -3.520 1.888
H -1.549 1.386 4.335
H -4.685 -0.141 -2.897
H 4.009 4.182 -2.837
H 1.572 -1.044 -2.659
H -0.826 -4.115 -0.924
H -4.218 3.032 -1.709
H 1.073 1.249 -1.846
H -0.967 2.873 -0.195
H -2.732 -3.259 -3.119
H 2.078 2.772 -3.464
H -5.053 -0.024 1.001
H 0.681 -3.243 -0.594
H -5.447 -2.821 -0.252
H 0.517 -4.192 -2.081
H -0.729 4.270 0.890
H -0.548 -1.726 3.125
H 5.608 3.210 2.758
H -3.632 0.120 2.031
H 5.486 -3.173 0.826
H 3.841 -4.384 4.615
H -3.394 -0.195 -4.101
H 0.061 2.104 4.107
H -2.662 -4.037 0.380
H -1.918 1.620 1.834
H -1.472 -0.893 4.410
H -1.340 -3.462 -4.198
H -1.913 -0.673 2.695
H -4.362 -2.986 -1.643
H -4.520 1.749 -0.523
H 5.762 -4.379 2.965
```

For the frontier orbital gap, the calculation gives 6.58 eV. As for the HOMO energy: -4.279 eV. Its charge is -1. As for the spin multiplicity: 1.

How do the records compare in M? In the order shown, they have 784.79; 1007.94; 801.61 g/mol.
How do the records compare in energy? In the order shown, they have -203560.07724; -156327.40036; -154959.35133 eV.